C6H3CoO5 as an isolated structure in a non-equilibrium geometry, computed with ωB97M-V with the def2-TZVPD basis set.

* <S²>: 6.0202
* orbital gap (spin up / spin down): 6.8 / 5.8 eV
* E_LUMO (spin up / spin down): -10.14 / -12.44 eV
* E_HOMO (spin up / spin down): -0.62263 / -0.67179 Ha

ORCA input file:
```
! wB97M-V def2-TZVPD RIJCOSX def2/J DEFGRID3
* xyz 2 5
Co 2.821 2.085 -0.249
O -1.636 -0.290 -0.703
O -0.392 -3.405 0.479
O -0.916 1.787 -0.735
O 1.499 0.856 0.149
O -2.361 1.097 -2.329
C 1.588 -0.444 0.337
C -0.775 -0.163 0.402
C 0.306 -2.560 0.044
C -1.737 0.884 -1.340
C -0.329 1.218 0.366
C 0.371 -1.124 0.440
H 2.564 -0.937 0.360
H -0.692 -0.868 1.533
H -0.311 1.862 1.245
*
```


A 2-piece molecular cluster, C6H3F2IS overall in a non-equilibrium geometry, computed with ωB97M-V with the def2-TZVPD basis set.

* ΔE to the lowest compared entry with this formula, charge and spin: 0.0 kJ/mol
* orbital gap: 6.6 eV
* E_LUMO: -1.34 eV
* E_HOMO: -0.29269 Ha

ORCA input file:
```
! wB97M-V def2-TZVPD RIJCOSX def2/J DEFGRID3
* xyz 0 1
I -3.173 -1.486 -0.155
S 0.365 -2.208 -0.494
F -1.223 2.190 -0.978
F -2.869 2.596 0.208
C 0.655 0.216 0.537
C -1.610 2.401 0.247
C -1.593 -0.426 0.592
C -0.309 -0.789 0.328
C 1.868 -0.210 -0.008
C 1.818 -1.470 -0.584
H 0.380 1.047 1.088
H 2.932 0.250 0.006
H 2.757 -2.112 -0.788
*
```


C6H3FFeO8 as an isolated structure in a non-equilibrium geometry, computed with ωB97M-V with the def2-TZVPD basis set.

* <S²>: 6.0151
* orbital gap (spin up / spin down): 6.8 / 6.0 eV
* E_LUMO (spin up / spin down): -2.20 / -2.95 eV
* E_HOMO (spin up / spin down): -0.32997 / -0.32881 Ha

ORCA input file:
```
! wB97M-V def2-TZVPD RIJCOSX def2/J DEFGRID3
* xyz 0 5
Fe 2.374 0.162 -1.119
F 0.568 3.082 -1.484
O -1.172 1.789 -2.537
O 0.879 0.931 -1.662
O 2.088 -2.753 1.688
O -2.197 2.237 -0.648
O 2.224 -1.129 0.107
O -3.339 2.398 -2.566
O 1.288 -4.251 3.181
O 0.057 -2.513 2.436
C 1.481 -1.794 0.884
C -0.018 1.819 -1.404
C 0.161 -1.731 1.270
C -0.934 1.761 -0.217
C 1.170 -3.229 2.564
C -2.331 2.093 -1.982
H -0.699 -1.793 0.611
H -0.575 2.312 0.656
H -1.024 0.610 0.221
*
```


C6H3GaO5 as an isolated structure in a non-equilibrium geometry, computed with ωB97M-V with the def2-TZVPD basis set.

* <S²>: 0.7952
* orbital gap (spin up / spin down): 4.2 / 3.7 eV
* E_LUMO (spin up / spin down): -17.09 / -17.32 eV
* E_HOMO (spin up / spin down): -0.78076 / -0.77343 Ha

ORCA input file:
```
! wB97M-V def2-TZVPD RIJCOSX def2/J DEFGRID3
* xyz 3 2
Ga -1.616 3.392 1.567
O 3.394 -0.043 0.455
O -1.710 -1.011 -1.093
O 0.347 -0.361 -1.421
O -0.851 -1.120 -3.187
O -0.594 2.178 1.227
C 1.040 0.523 0.752
C 0.065 -0.225 -0.074
C 2.474 0.626 0.175
C -1.199 -0.625 0.120
C -0.744 -0.871 -2.026
C 0.577 1.824 1.311
H 1.339 2.465 1.785
H -1.796 -0.794 1.008
H 1.176 -0.150 1.648
*
```


C6H3N as an isolated structure in a non-equilibrium geometry, computed with ωB97M-V with the def2-TZVPD basis set.

* ΔE to the lowest compared entry with this formula, charge and spin: 498.3 kJ/mol
* orbital gap (spin up / spin down): 8.6 / 8.6 eV
* E_LUMO (spin up / spin down): -0.93 / -0.93 eV
* E_HOMO (spin up / spin down): -0.34949 / -0.34950 Ha

ORCA input file:
```
! wB97M-V def2-TZVPD RIJCOSX def2/J DEFGRID3
* xyz 0 1
N 0.347 -1.276 0.016
C 0.671 0.869 0.038
C 1.939 0.900 0.000
C -1.759 -0.009 0.002
C -0.283 -0.172 0.024
C 2.220 -0.633 -0.013
C 3.226 0.205 -0.044
H -2.056 0.433 -0.950
H -2.238 -0.977 0.122
H -2.067 0.660 0.805
*
```


C6H3NaO5 as an isolated structure in a non-equilibrium geometry, computed with ωB97M-V with the def2-TZVPD basis set.

* orbital gap: 7.3 eV
* E_LUMO: -9.20 eV
* E_HOMO: -0.60622 Ha

ORCA input file:
```
! wB97M-V def2-TZVPD RIJCOSX def2/J DEFGRID3
* xyz 2 1
Na 2.041 0.942 3.489
O -0.032 -0.375 -2.063
O 0.492 -0.231 1.592
O -0.116 -3.652 -1.290
O -0.270 1.729 -1.504
O 0.741 1.221 -3.469
C -0.375 -2.725 -0.729
C -0.663 -1.526 0.008
C -0.848 0.987 -0.522
C -0.705 -0.318 -0.863
C 0.079 -1.339 1.344
C 0.171 0.892 -2.482
H 0.134 -2.208 2.019
H -1.829 -1.467 0.141
H -1.545 1.478 0.150
*
```


C6H3O5Pt as an isolated structure in a non-equilibrium geometry, computed with ωB97M-V with the def2-TZVPD basis set.

* ΔE to the lowest compared entry with this formula, charge and spin: 238.0 kJ/mol
* <S²>: 2.1186
* orbital gap (spin up / spin down): 8.5 / 6.1 eV
* E_LUMO (spin up / spin down): -15.02 / -17.63 eV
* E_HOMO (spin up / spin down): -0.86383 / -0.87007 Ha

ORCA input file:
```
! wB97M-V def2-TZVPD RIJCOSX def2/J DEFGRID3
* xyz 3 3
Pt -0.233 -3.544 0.006
O 0.550 0.592 2.339
O -0.300 -2.000 -0.409
O 1.464 0.696 0.329
O 2.837 0.498 2.124
O 0.143 1.082 -3.336
C 1.788 0.626 1.613
C -0.431 0.643 1.498
C -0.490 0.226 -1.050
C 0.072 0.846 0.179
C -0.065 0.661 -2.318
C -1.003 -1.138 -0.939
H -1.934 -1.402 -1.464
H -1.461 0.669 1.857
H -0.936 1.545 -0.430
*
```


A single C6H4 molecule in a non-equilibrium geometry, computed with ωB97M-V with the def2-TZVPD basis set.

* ΔE to the lowest compared entry with this formula, charge and spin: 380.8 kJ/mol
* orbital gap (spin up / spin down): 7.1 / 7.1 eV
* E_LUMO (spin up / spin down): -0.89 / -0.90 eV
* E_HOMO (spin up / spin down): -0.29357 / -0.29359 Ha

ORCA input file:
```
! wB97M-V def2-TZVPD RIJCOSX def2/J DEFGRID3
* xyz 0 1
C -1.343 1.423 -0.030
C 0.438 -0.140 -0.106
C -0.017 1.313 0.028
C -2.178 0.406 0.100
C -1.928 -0.982 0.037
C -0.566 -1.140 -0.117
H 1.096 -0.196 -0.878
H 1.073 -0.409 0.914
H -2.782 -1.591 0.189
H 0.709 2.291 0.387
*
```


For reference, molar mass by record: 214.018 272.057 277.925 224.808 89.097 178.075 350.163 76.098 g mol⁻¹.